Entry 1:
The following is a quantum chemistry calculation of a 10-piece molecular cluster, C16H52N6O10 overall, from the Open Molecules 2025 dataset.

```
84
Properties=species:S:1:pos:R:3:forces:R:3:mulliken_charge:R:1
N -0.67660 0.51615 0.92682 0.859 5.991 4.504 2.522
C -1.35860 -0.42285 0.43982 -8.632 0.215 -1.299 0.194
N -0.65160 -1.30385 -0.15618 0.107 -3.790 -2.532 1.261
O -2.76060 -0.37585 0.39182 5.862 -0.629 0.167 -0.844
H -1.08660 1.18515 1.63782 0.193 -1.081 -1.201 -0.567
H 0.31840 0.64715 0.81882 0.435 -0.995 0.020 -0.734
H -1.13460 -1.90785 -0.81618 -0.063 0.176 0.797 -0.415
H 0.34740 -1.36985 -0.29318 0.383 0.491 0.505 -0.054
N -1.79760 -2.81285 -2.04318 -3.971 -0.361 0.310 -0.445
C -0.66460 -3.13585 -2.63718 3.855 -5.550 1.493 0.254
N -0.24160 -2.28785 -3.50318 2.330 2.090 -2.606 -0.150
O 0.12740 -4.22485 -2.35318 -4.021 4.136 -0.731 -0.843
H -2.26860 -3.56785 -1.52118 0.410 0.797 -0.419 0.239
H -2.42660 -2.00085 -2.39418 1.674 -1.909 0.664 0.275
H 0.71640 -2.40485 -3.82118 -0.431 -0.184 0.118 0.327
H -0.57160 -1.33485 -3.52418 -0.506 0.146 0.051 0.188
N 2.65940 -3.65885 -1.52518 0.659 -2.042 -2.711 -0.182
C 2.79440 -2.74085 -0.61318 -5.010 1.963 0.401 0.043
N 3.83140 -3.00585 0.12882 4.720 1.900 4.936 -0.432
O 1.84540 -1.83785 -0.34118 4.746 -3.083 -1.070 -0.869
H 1.72940 -3.81285 -1.92218 -0.297 -0.137 -0.529 0.179
H 3.39640 -4.42385 -1.61318 -1.876 1.591 0.323 0.219
H 3.84340 -2.52785 1.09582 0.288 -0.862 -2.444 0.272
H 4.77440 -3.28385 -0.27018 -2.071 0.456 0.793 0.204
C -2.72060 0.80015 3.75482 0.993 -1.179 0.709 -0.743
C -2.25460 2.20615 3.86182 -3.035 0.921 -1.354 -0.424
O -1.65060 2.50915 2.63982 0.728 -1.340 -0.844 -0.533
H -3.19160 0.49715 2.80782 -0.179 0.436 0.422 0.169
H -3.29160 0.61115 4.66382 -0.413 -0.386 -0.281 0.410
H -1.80660 0.18215 3.85182 -0.410 -0.102 -0.104 0.133
H -1.71060 2.35215 4.74982 1.366 0.301 0.926 0.263
H -3.11360 2.90415 3.87582 -0.012 -0.309 0.631 0.395
H -1.26260 3.35015 2.61782 0.797 1.927 0.132 0.217
C 1.57240 2.82515 0.39682 -0.068 0.730 -1.559 -0.061
C 2.59640 1.75515 0.61582 -0.650 0.164 0.490 -0.744
O 1.98140 0.50015 0.83682 0.023 1.217 0.812 -0.376
H 2.06240 3.82115 0.34882 -0.318 -0.506 0.389 0.513
H 0.76940 2.80015 1.13382 0.130 0.168 0.052 -0.333
H 1.14640 2.69315 -0.61518 -0.183 0.092 0.619 -0.179
H 3.12140 2.02015 1.50082 1.012 0.094 0.779 0.468
H 3.25540 1.71815 -0.22218 0.694 -0.062 -0.568 0.568
H 2.35940 -0.15885 0.28182 0.254 -1.430 -0.826 -0.019
C 1.50840 2.61015 4.83082 -0.536 1.640 -0.573 -1.446
C 1.20240 1.44215 3.96682 1.687 -0.239 -0.550 1.733
O 1.46640 0.24415 4.68682 -0.156 0.445 0.342 -0.621
H 0.88440 2.47715 5.67182 -0.338 0.272 1.548 0.408
H 1.21040 3.58715 4.35882 0.218 -0.847 0.233 0.255
H 2.57140 2.69415 5.08782 -0.352 -0.283 0.080 0.359
H 1.93740 1.52515 3.17382 -0.150 -0.326 -0.659 -0.690
H 0.22840 1.37615 3.52882 -0.651 0.376 -0.047 -0.225
H 1.97940 -0.24485 4.06182 0.298 -1.104 -0.243 0.334
C 0.74340 -4.26485 1.58182 -1.822 1.496 -2.100 -0.909
C -0.34060 -3.64585 2.42782 0.549 -0.664 1.627 -0.446
O -0.14660 -2.25785 2.55482 -0.337 0.563 -0.817 -0.450
H 1.70940 -4.34885 1.97482 1.658 1.191 0.669 0.261
H 0.62740 -3.86185 0.52782 0.826 -0.196 1.239 0.088
H 0.57840 -5.26485 1.45182 -1.176 -2.998 -0.398 0.595
H -0.34760 -4.13885 3.43982 0.137 0.759 -0.626 0.322
H -1.34260 -3.81685 2.05482 -0.235 -0.337 -0.531 0.262
H -0.38360 -1.93585 1.64382 0.538 -0.198 1.317 0.007
C 1.36940 0.63515 -2.52418 -0.917 -0.413 0.874 -0.612
C 1.21940 1.76715 -3.42718 -0.725 -0.162 -2.230 -0.430
O 2.04140 1.64115 -4.61818 0.312 0.358 0.759 -0.609
H 0.53840 0.66715 -1.79818 0.537 -0.238 -0.133 0.512
H 2.30840 0.60815 -2.04418 1.110 0.082 0.760 0.482
H 1.31440 -0.24785 -3.10518 -0.230 -1.119 -0.366 0.312
H 1.38840 2.67715 -2.91818 0.430 1.276 0.160 0.342
H 0.19840 1.75715 -3.80018 -0.338 0.357 0.308 -0.143
H 1.46640 1.32415 -5.31318 -0.014 -0.033 -0.170 0.361
C -2.29760 0.83715 -5.19118 -0.948 0.908 -0.401 -1.191
C -2.53060 0.99415 -3.69118 -0.337 0.896 -1.839 -0.365
O -1.76560 0.11315 -2.96718 0.636 -1.670 0.545 -0.132
H -3.14760 1.42415 -5.70018 1.469 -0.791 0.511 0.363
H -2.37160 -0.19985 -5.52418 0.057 0.022 0.051 0.291
H -1.32360 1.26615 -5.46318 -0.280 -0.200 -0.216 0.224
H -3.59560 0.85515 -3.57318 -0.415 0.027 0.723 0.433
H -2.20860 1.99415 -3.44418 -0.393 0.596 0.325 0.244
H -1.82060 0.33715 -2.03318 -0.025 0.224 0.403 0.033
C -2.52360 2.88715 -0.55418 -0.726 -0.707 -0.119 -0.817
O -1.23960 2.41415 -0.96018 -1.237 2.007 -2.082 -0.412
H -2.96760 3.65015 -1.19718 0.756 0.054 -0.250 0.366
H -2.54460 3.22915 0.45582 0.409 0.668 0.776 0.253
H -3.26060 2.09015 -0.50918 -0.026 -0.536 -0.305 0.273
H -0.94060 1.80915 -0.31618 0.364 -1.221 1.441 0.018
```
Forces are in eV/Å.

Calculated values
- Energy relative to the best compared isomer or geometry (same formula, charge and spin): 120.2 kcal per mole
- HOMO energy: -8.695 eV
- E_tot: -1721.6462 Eh
- Orbital gap: 8.95 eV
- LUMO level: 0.25 eV

***

Entry 2:
The following is a quantum chemistry calculation of a 10-piece molecular cluster, C16H52O10 overall, from the Open Molecules 2025 dataset.

```
78
Properties=species:S:1:pos:R:3:forces:R:3:mulliken_charge:R:1
C -4.94605 -0.81897 1.12009 0.329 -0.201 0.242 -0.816
C -6.16625 -1.68335 1.44662 0.810 -0.443 -0.065 0.481
C -5.84047 -2.98051 2.18479 -0.094 -0.139 -0.212 -1.350
O -7.06362 -0.96258 2.27815 -0.300 0.236 -0.483 -0.560
H -4.15220 -1.36354 0.60032 -0.258 -0.173 -0.206 0.007
H -4.47179 -0.46084 2.03640 -0.223 0.130 0.082 0.313
H -5.20757 0.04503 0.50736 -0.059 0.008 0.054 0.384
H -6.67868 -1.95422 0.51264 0.065 0.017 0.025 0.231
H -5.46160 -2.80435 3.19186 -0.140 0.188 0.027 0.353
H -5.10631 -3.61353 1.67982 0.045 0.265 -0.238 0.302
H -6.75605 -3.57130 2.23099 0.005 0.008 0.287 0.338
H -7.44622 -0.30705 1.68022 -0.132 0.121 0.487 0.327
C 4.21373 -0.52188 -2.49634 0.002 0.407 -0.456 -1.273
C 2.93523 0.32318 -2.65403 0.679 0.397 0.288 0.450
C 2.42998 0.88552 -1.34185 -0.351 0.222 0.984 -0.082
O 3.25207 1.39636 -3.53911 -0.275 -0.001 -0.412 -0.591
H 4.04143 -1.53750 -2.14341 0.046 0.078 0.252 0.250
H 4.94699 0.01940 -1.89186 -0.173 -0.210 0.408 0.268
H 4.69994 -0.57430 -3.47270 -0.262 -0.255 -0.128 0.415
H 2.15387 -0.28233 -3.11492 -0.039 0.245 -0.248 0.134
H 1.75548 1.74552 -1.36590 -0.259 -0.272 -0.904 0.223
H 3.22369 1.30435 -0.71081 0.321 -0.552 -0.038 0.109
H 1.87219 0.13091 -0.78256 0.317 -0.092 0.165 -0.340
H 3.84344 1.99961 -3.07712 -0.029 -0.011 0.041 0.362
C 0.64435 4.62477 1.17448 0.015 -0.708 -0.236 -1.346
C 2.03293 4.13119 0.73051 -1.008 1.338 -0.798 1.797
C 2.20299 4.44419 -0.76680 0.270 0.309 0.532 -1.487
O 3.02805 4.83098 1.46452 0.472 -0.492 0.197 -0.578
H 0.51874 5.70786 1.10243 0.354 0.047 -0.191 0.456
H 0.41306 4.35797 2.20437 0.060 -0.174 -0.036 0.248
H -0.08007 4.16924 0.49505 -0.245 -0.020 0.307 0.319
H 2.14288 3.05481 0.86121 0.076 0.092 0.457 -0.903
H 2.26698 5.53183 -0.88205 -0.022 0.021 -0.013 0.532
H 1.35110 4.12825 -1.36625 0.179 -0.320 -0.065 0.348
H 3.15553 4.03502 -1.10533 -0.162 -0.116 -0.288 0.278
H 2.97123 5.74772 1.17499 0.068 0.007 0.111 0.365
C 2.84250 -2.53651 0.46886 0.107 -0.606 -0.511 -0.217
O 3.86583 -1.66984 0.90016 -0.389 0.652 0.603 -0.484
H 1.85780 -2.19675 0.79138 0.190 0.364 0.172 -0.042
H 2.81356 -2.57925 -0.62395 -0.078 -0.146 0.007 0.051
H 2.96912 -3.54708 0.87109 0.047 -0.022 -0.071 0.448
H 4.73907 -1.98175 0.65860 -0.068 -0.223 -0.172 0.297
C -0.74422 -0.04140 0.55992 0.565 -0.413 -0.242 -0.269
O -0.28931 1.17648 1.13631 -0.231 -0.142 -0.256 -0.377
H -1.80174 0.02560 0.30776 -0.106 -0.013 0.479 0.235
H -0.26327 -0.31332 -0.38859 0.231 0.436 -0.014 -0.019
H -0.49048 -0.85757 1.24428 -0.626 -0.177 0.024 0.284
H 0.52448 0.97322 1.62352 0.057 0.447 -0.084 0.385
C 3.63363 1.18722 2.39105 0.854 0.240 -0.110 -0.768
O 2.31205 0.76120 2.15065 -0.481 -0.334 0.151 -0.535
H 4.16675 0.47808 3.02952 -0.003 0.001 -0.074 0.332
H 4.17036 1.29588 1.44231 0.089 -0.098 0.094 0.208
H 3.66553 2.16160 2.87835 -0.457 -0.039 -0.001 0.332
H 2.38033 -0.15073 1.84078 0.168 0.085 -0.051 0.166
C -2.08364 3.12229 3.20265 0.062 0.640 -0.657 -0.621
O -2.64421 1.97535 2.59509 0.086 -0.050 0.261 -0.521
H -1.13696 2.90250 3.70362 -0.129 -0.022 0.265 0.234
H -1.86804 3.87597 2.43491 0.101 -0.002 0.023 0.190
H -2.79249 3.61220 3.86886 -0.058 -0.444 0.239 0.327
H -1.90472 1.61485 2.08204 -0.075 -0.103 -0.094 0.439
C 0.12057 -3.52963 -2.78059 -0.090 -0.074 -0.167 -0.610
O -0.61573 -2.61391 -1.99832 -0.291 0.339 0.007 -0.388
H 1.11161 -3.70759 -2.35978 -0.027 -0.244 0.033 0.207
H -0.43792 -4.45451 -2.94863 0.175 -0.191 0.321 0.282
H 0.25855 -3.11362 -3.77884 0.032 0.288 0.098 0.223
H -0.59234 -2.84238 -1.05187 0.370 -0.204 -0.574 0.243
C -0.97651 -0.74354 -4.96717 0.554 -0.435 0.619 -0.732
O -0.90880 -0.35961 -3.59428 -0.622 -0.056 -0.271 -0.440
H -1.75925 -1.47946 -5.17390 -0.057 -0.021 0.137 0.283
H -1.16025 0.10559 -5.62033 0.147 0.225 0.234 0.258
H -0.00245 -1.19423 -5.18442 -0.101 0.013 -0.665 0.263
H -0.98825 -1.17425 -3.06165 0.126 0.445 -0.019 0.418
C -1.77316 -3.77540 0.86383 -1.100 -1.570 0.860 -0.873
O -0.40278 -3.63581 0.50364 -0.505 0.288 0.376 -0.502
H -2.02074 -4.84569 0.88667 0.007 0.015 -0.248 0.465
H -2.02476 -3.47103 1.88489 0.409 0.602 -0.112 0.366
H -2.50970 -3.34821 0.18674 0.643 0.489 -0.340 0.215
H 0.04094 -4.28241 1.05910 0.394 0.106 -0.197 0.284
```
Forces are in eV/Å.

Calculated values
- Energy relative to the best compared isomer or geometry (same formula, charge and spin): 88.2 kcal per mole
- HOMO energy: -9.463 eV
- E_tot: -1393.0514 Eh
- Orbital gap: 9.51 eV
- LUMO level: 0.05 eV